Entry from the Open Molecules 2025 dataset: a molecular structure, C44H78F3MnO25 at a distorted geometry (ωB97M-V/def2-TZVPD).

Properties
- orbital gap (spin up / spin down) (eV) = 6.679 / 2.317
- HOMO (spin up / spin down) (eV) = -12.58 / -12.58
- net charge = +2
- DFT total energy (Eh) = -5054.3056
- spin multiplicity = 7

The geometry in XYZ format:
```
151
Properties=species:S:1:pos:R:3:mulliken_charge:R:1
Mn 1.06132 -3.99351 -1.87731 1.2837
C 0.81269 -0.60735 -0.95695 -1.2442
O -0.06313 -0.46045 0.16438 0.5986
O 0.63506 -1.94652 -1.36468 1.8425
C 0.51905 0.50837 -2.03224 0.6198
F 1.27029 0.27857 -3.18158 -0.1929
F -0.79185 0.58229 -2.31043 0.0090
F 0.93657 1.72041 -1.59770 -0.1808
C 0.18853 0.55010 1.12367 0.0449
C -0.88544 0.54492 2.25289 0.4741
H -0.69062 1.37960 2.92628 0.3167
H -1.91607 0.57263 1.89915 -0.3406
H -0.59529 -0.31027 2.86326 -0.7051
H 0.26365 1.53535 0.66351 0.5109
H 1.20368 0.46899 1.51223 -0.8121
H 1.85182 -0.47971 -0.65360 -0.2987
C 5.03290 5.73443 5.51457 -0.6198
O 3.93559 4.82654 5.29937 -0.3244
C 3.53948 4.51484 4.09584 0.7305
O 4.03150 4.89535 3.00475 -0.5888
O 2.47726 3.66436 4.21841 -0.2568
C 1.93112 3.01534 3.04002 0.5451
H 4.97387 5.93628 6.58410 0.2220
H 4.88849 6.60843 4.87945 0.3064
H 5.92583 5.17669 5.23228 0.2917
H 2.65683 3.08624 2.22983 -0.1334
H 0.99455 3.52875 2.82245 0.4067
H 1.74895 1.96211 3.25360 -0.5641
C 1.93318 -1.67050 6.79276 -0.4807
O 2.98502 -1.48157 5.83401 -0.4110
C 2.77140 -0.91635 4.63902 0.6213
O 1.72600 -0.28945 4.35257 -0.2432
O 3.84263 -0.95855 3.86221 -0.4176
C 4.01568 -0.30689 2.58310 0.0265
H 1.08204 -2.24618 6.42910 0.1359
H 1.57636 -0.68076 7.07773 0.2462
H 2.26449 -2.27013 7.64057 0.3065
H 4.14478 0.77294 2.65661 0.3237
H 3.12279 -0.34017 1.95879 -0.4473
H 4.84419 -0.78177 2.05760 0.3448
C 3.49630 4.10203 -0.61894 -0.6134
O 4.02321 2.85174 -0.35442 -0.2452
C 4.12236 1.96274 -1.35039 0.7777
O 3.90431 2.17027 -2.52197 -0.5666
O 4.59307 0.84814 -0.81494 -0.1594
C 5.17098 -0.20809 -1.57157 -0.7174
H 3.12757 4.53801 0.30954 0.2780
H 2.57053 3.97102 -1.17922 0.1236
H 4.10551 4.81942 -1.16876 0.3518
H 5.83441 -0.81652 -0.95694 0.3361
H 5.76447 -0.01236 -2.46464 0.3231
H 4.32718 -0.84201 -1.84404 0.1355
C -2.87042 -2.65010 -1.20024 0.6257
O -3.15797 -3.51099 -2.36143 -0.3321
C -2.24519 -4.23344 -2.86813 0.8149
O -1.04372 -4.26317 -2.63418 -0.1630
O -2.84884 -5.09720 -3.73275 -0.3731
C -2.00778 -5.90155 -4.58495 -0.5500
H -2.61350 -1.66545 -1.59084 -0.1822
H -1.98651 -3.02172 -0.68190 -0.3612
H -3.75127 -2.73234 -0.56350 0.1784
H -2.46961 -6.30293 -5.48701 0.2998
H -1.61856 -6.77223 -4.05717 0.3022
H -1.12160 -5.34629 -4.89234 0.1104
C 2.13546 3.30113 -5.03067 0.2654
C 0.74546 3.66391 -5.42907 -0.1885
C 1.03608 4.93818 -6.13846 -0.7222
O 2.08239 5.60046 -5.45644 -0.4389
C 2.73141 4.65502 -4.67808 -0.2206
H 2.71424 2.83065 -5.82550 0.1455
H 2.08170 2.50499 -4.28814 -0.3392
H 0.09037 3.82588 -4.57308 0.1711
H 0.29028 2.93768 -6.10249 0.2324
H 0.15099 5.56159 -6.26528 0.3392
H 1.35117 4.70477 -7.15549 0.2871
H 2.40301 4.96112 -3.68482 0.1613
H 3.79994 4.62029 -4.89053 0.3181
C -1.72292 0.24097 6.18254 0.3894
C -3.16677 0.46451 5.91983 0.3658
C -3.49876 1.68701 6.76811 -0.8008
O -2.31632 2.46016 6.70973 -0.4919
C -1.20294 1.63610 6.43359 -0.3064
H -1.25734 -0.21148 5.30697 -0.6851
H -1.51558 -0.38263 7.05216 0.3809
H -3.79732 -0.40806 6.09054 0.4335
H -3.30111 0.79030 4.88836 -0.4345
H -3.62316 1.35829 7.79989 0.3178
H -4.39163 2.16799 6.36869 0.3622
H -0.43944 1.62846 7.21149 0.3531
H -0.75564 1.99742 5.50759 0.1253
C -4.24168 -2.03354 3.59932 0.3731
C -5.11386 -0.83516 3.22060 -0.5087
C -5.81342 -1.26649 1.97656 0.1630
O -5.41851 -2.60321 1.77875 -0.4751
C -5.06617 -3.20791 3.05592 -0.5448
H -3.93979 -2.08900 4.64521 0.5103
H -3.29137 -2.00053 3.06647 -0.5664
H -4.57172 0.11025 3.20166 0.1169
H -5.81652 -0.60690 4.02201 0.3588
H -5.39761 -0.66345 1.16937 -0.1872
H -6.89064 -1.10852 2.02883 0.2375
H -4.50744 -4.13032 2.89753 0.3358
H -5.96815 -3.41377 3.63224 0.2999
O 2.25827 -3.36913 -3.46935 -0.5475
C 2.97186 -2.77977 -4.20851 0.3123
O 4.31017 -2.88329 -4.15450 -0.3513
C 4.94273 -1.99643 -5.02709 -0.7025
C 3.92173 -0.90231 -5.30359 -0.0474
C 2.64051 -1.69438 -5.23536 0.1084
H 5.33245 -2.50956 -5.90624 0.3311
H 5.73191 -1.52087 -4.44473 0.3908
H 4.07448 -0.47510 -6.29468 0.4334
H 3.99799 -0.09934 -4.57043 -0.2018
H 2.49095 -2.29618 -6.13177 0.5161
H 1.70526 -1.16460 -5.05444 -0.2600
O -0.34867 -3.03045 -5.41174 -0.5776
C -1.16802 -2.15994 -5.61023 0.3776
O -1.84389 -2.10357 -6.74979 -0.3984
C -2.85476 -1.11187 -6.75979 -0.6379
C -2.49209 -0.25299 -5.57841 -0.5803
C -1.71658 -1.14665 -4.61827 1.2994
H -3.82988 -1.59141 -6.67433 0.3039
H -2.85169 -0.43418 -7.61351 0.3993
H -3.41385 0.21346 -5.23070 0.3829
H -1.75810 0.48742 -5.89641 0.1396
H -2.37830 -1.52078 -3.83709 -0.0054
H -0.87977 -0.60931 -4.17205 -0.9370
O 0.23015 -4.55819 0.03982 -0.6795
C 0.09678 -4.48889 1.26502 0.3883
O -0.98751 -4.84753 1.88101 -0.2578
C -1.02909 -4.38144 3.22854 -0.4967
C 0.16791 -3.37422 3.29483 1.1687
C 1.05732 -3.90221 2.24255 -0.1115
H -0.79981 -5.22901 3.87442 0.3913
H -1.94287 -3.83470 3.46128 0.1189
H 0.59790 -3.56149 4.27877 0.1434
H -0.25933 -2.37166 3.27409 -1.1317
H 1.70776 -4.67578 2.65073 0.4199
H 1.60399 -3.12330 1.71100 -0.0716
O -5.45536 3.70346 0.58855 -0.6007
C -4.74210 2.93696 -0.03743 0.3815
O -4.23584 1.87451 0.60920 -0.3845
C -3.34409 1.19757 -0.24505 0.6272
C -3.72730 1.59830 -1.66366 -0.0723
C -4.24480 3.01583 -1.45951 -0.6948
H -3.44890 0.12396 -0.08856 0.1751
H -2.29414 1.44912 -0.09534 -0.4560
H -4.46410 0.95678 -2.14706 0.3808
H -2.87167 1.68519 -2.33333 -0.1323
H -5.12725 3.30959 -2.02791 0.3314
H -3.46716 3.75183 -1.66372 0.3423
```